No. 1
Entry from the OMol25 dataset: a cluster of 2 separate species, C6H18NO in total in a non-equilibrium geometry (the ωB97M-V functional and the def2-TZVPD basis).

Each atom is followed by the atoms it is bonded to, with distances in Å.
CARTESIAN COORDINATES (ANGSTROEM)
1 C 0.41 -2.55 -1.80  C2 1.498, H8 1.087, H9 1.091, H10 1.100
2 C -0.03 -1.20 -1.32  C1 1.498, C3 1.527, N7 1.534, H11 1.085
3 C 0.77 -0.72 -0.11  C2 1.527, C4 1.556, H12 1.097, H13 1.087
4 C 0.05 0.19 0.92  C3 1.556, C5 1.523, C6 1.535, H14 1.091
5 C -1.00 1.14 0.34  C4 1.523, H15 1.090, H16 1.094, H17 1.088
6 C 1.16 0.94 1.67  C4 1.535, H18 1.080, H19 1.098, H20 1.089
7 N 0.20 -0.21 -2.46  C2 1.534, H21 1.021, H22 1.006, H23 1.012
8 H 1.48 -2.65 -1.96  C1 1.087
9 H 0.12 -3.38 -1.16  C1 1.091
10 H -0.08 -2.87 -2.73  C1 1.100
11 H -1.11 -1.17 -1.14  C2 1.085
12 H 1.63 -0.17 -0.51  C3 1.097
13 H 1.16 -1.56 0.47  C3 1.087
14 H -0.41 -0.47 1.66  C4 1.091
15 H -0.64 2.15 0.17  C5 1.090
16 H -1.86 1.22 1.01  C5 1.094
17 H -1.51 0.75 -0.54  C5 1.088
18 H 1.80 0.20 2.13  C6 1.080
19 H 1.83 1.46 0.98  C6 1.098
20 H 0.84 1.70 2.38  C6 1.089
21 H -0.63 -0.17 -3.04  N7 1.021
22 H 0.40 0.71 -2.10  N7 1.006
23 H 0.99 -0.55 -3.00  N7 1.012
24 H -1.29 2.10 3.77  O26 0.970
25 H -2.05 2.89 2.84  O26 0.972
26 O -2.22 2.23 3.53  H24 0.970, H25 0.972

Computed properties:
Electronic energy, eV: -10044.9355
Total charge: +1
HOMO-LUMO gap, Ha: 0.388
HOMO, eV: -14.00
LUMO energy, eV: -3.445
ΔE to the lowest compared entry with this formula, charge and spin, kJ/mol: 86.4
Spin multiplicity: 1

=====

No. 2
Entry from the OMol25 dataset: a cluster of 2 separate species, C6H18NO in total in a non-equilibrium geometry (the ωB97M-V functional and the def2-TZVPD basis).

Each atom is followed by the atoms it is bonded to, with distances in Å.
CARTESIAN COORDINATES (ANGSTROEM)
1 C -1.52 -2.20 -1.75  C2 1.506, H8 1.086, H9 1.096, H10 1.080
2 C -0.63 -1.11 -1.21  C1 1.506, C3 1.510, N7 1.604, H11 1.090
3 C 0.04 -1.15 0.14  C2 1.510, C4 1.513, H12 1.093, H13 1.099
4 C 0.57 0.17 0.66  C3 1.513, C5 1.530, C6 1.592, H14 1.118
5 C -0.32 1.39 0.45  C4 1.530, H15 1.097, H16 1.079, H17 1.092
6 C 2.06 0.55 0.25  C4 1.592, H18 1.093, H19 1.090, H20 1.087
7 N 0.60 -0.92 -2.23  C2 1.604, H21 1.021, H22 1.022, H23 1.019
8 H -2.29 -2.41 -1.02  C1 1.086
9 H -1.92 -1.90 -2.72  C1 1.096
10 H -1.12 -3.11 -2.17  C1 1.080
11 H -1.24 -0.23 -1.35  C2 1.090
12 H 0.70 -1.97 0.43  C3 1.093
13 H -0.74 -1.40 0.86  C3 1.099
14 H 0.76 0.10 1.76  C4 1.118
15 H -0.25 1.84 -0.55  C5 1.097
16 H 0.00 2.14 1.16  C5 1.079
17 H -1.37 1.10 0.60  C5 1.092
18 H 2.05 1.10 -0.70  C6 1.093
19 H 2.41 1.25 1.00  C6 1.090
20 H 2.73 -0.30 0.19  C6 1.087
21 H 0.64 0.01 -2.65  N7 1.021
22 H 1.49 -0.99 -1.73  N7 1.022
23 H 0.54 -1.69 -2.89  N7 1.019
24 H -1.45 2.72 2.87  O26 0.974
25 H -1.18 2.57 4.22  O26 0.965
26 O -0.66 2.73 3.43  H24 0.974, H25 0.965

Computed properties:
Electronic energy, eV: -10044.4443
Total charge: +1
HOMO-LUMO gap, Ha: 0.397
HOMO, eV: -14.13
LUMO energy, eV: -3.321
ΔE to the lowest compared entry with this formula, charge and spin, kJ/mol: 133.8
Spin multiplicity: 1

=====

No. 3
Entry from the OMol25 dataset: a cluster of 3 separate species, C6H18NO3 in total in a non-equilibrium geometry (the ωB97M-V functional and the def2-TZVPD basis).

Each atom is followed by the atoms it is bonded to, with distances in Å.
CARTESIAN COORDINATES (ANGSTROEM)
1 O 1.85 2.46 0.56  C2 1.202
2 C 0.68 2.21 0.53  O1 1.202, C3 1.531, H9 1.096
3 C 0.34 0.74 0.29  C2 1.531, C4 1.567, N8 1.508, H10 1.087
4 C -0.89 0.23 1.12  C3 1.567, C5 1.597, C6 1.581, H11 1.066
5 C -0.87 0.33 2.71  C4 1.597, H12 1.079, H13 1.127, H14 1.036
6 C -1.54 -1.15 0.72  C4 1.581, C7 1.516, H15 1.062, H16 1.091
7 C -2.05 -1.12 -0.71  C6 1.516, H17 1.128, H18 1.084, H19 1.136
8 N 1.55 -0.11 0.56  C3 1.508, H20 1.022, H21 1.111, H22 1.021
9 H -0.25 2.80 0.58  C2 1.096
10 H 0.27 0.57 -0.78  C3 1.087
11 H -1.65 0.91 0.78  C4 1.066
12 H -1.43 1.01 3.32  C5 1.079
13 H 0.17 0.65 2.99  C5 1.127
14 H -1.05 -0.61 3.12  C5 1.036
15 H -2.34 -1.32 1.40  C6 1.062
16 H -0.77 -1.90 0.88  C6 1.091
17 H -1.25 -1.30 -1.49  C7 1.128
18 H -2.24 -0.18 -1.22  C7 1.084
19 H -2.94 -1.78 -0.94  C7 1.136
20 H 1.95 -0.65 -0.22  N8 1.022
21 H 2.41 0.57 0.72  N8 1.111
22 H 1.41 -0.67 1.41  N8 1.021
23 H -0.19 0.37 -3.72  O25 0.964
24 H 0.08 -1.07 -3.78  O25 0.964
25 O 0.17 -0.33 -3.17  H23 0.964, H24 0.964
26 H 3.30 0.46 -1.66  O28 0.967
27 H 2.32 -0.68 -2.32  O28 0.971
28 O 2.98 -0.45 -1.64  H26 0.967, H27 0.971

Computed properties:
Electronic energy, eV: -14138.9577
Total charge: +1
HOMO-LUMO gap, Ha: 0.406
HOMO, eV: -14.38
LUMO energy, eV: -3.346
ΔE to the lowest compared entry with this formula, charge and spin, kJ/mol: 168.1
Spin multiplicity: 1

=====

No. 4
Entry from the OMol25 dataset: the ion C6H18NOSi2 with charge -1 in a non-equilibrium geometry (the ωB97M-V functional and the def2-TZVPD basis).

Each atom is followed by the atoms it is bonded to, with distances in Å.
CARTESIAN COORDINATES (ANGSTROEM)
1 C -2.81 0.49 -1.13  Si9 1.995, H11 1.137, H12 1.153, H13 1.121
2 C -0.63 2.83 -0.28  Si9 1.939, H14 1.074, H15 1.106, H16 1.092
3 C -0.49 0.95 -2.84  Si9 1.933, H17 1.088, H18 1.135, H19 1.124
4 C 0.96 0.60 2.39  Si10 1.920, H20 1.071, H21 1.073, H22 1.005
5 C -0.54 -2.05 1.27  Si10 1.926, H23 1.067, H24 1.180, H25 1.074
6 C 3.11 -2.37 0.52  N7 1.410, H26 1.133, H27 1.175, H28 1.180
7 N 2.30 -1.23 0.36  C6 1.410, Si10 1.677
8 O 0.10 0.02 -0.33  Si9 1.550, Si10 1.703
9 Si -0.90 1.03 -0.95  C1 1.995, C2 1.939, C3 1.933, O8 1.550
10 Si 0.84 -0.73 1.01  C4 1.920, C5 1.926, N7 1.677, O8 1.703
11 H -3.55 0.63 -0.27  C1 1.137
12 H -3.31 1.11 -1.96  C1 1.153
13 H -2.68 -0.61 -1.32  C1 1.121
14 H 0.24 3.21 -0.79  C2 1.074
15 H -1.46 3.55 -0.38  C2 1.106
16 H -0.62 2.62 0.79  C2 1.092
17 H -0.48 1.89 -3.39  C3 1.088
18 H 0.50 0.43 -3.00  C3 1.135
19 H -1.23 0.27 -3.33  C3 1.124
20 H 1.96 0.97 2.41  C4 1.071
21 H 0.31 1.43 2.19  C4 1.073
22 H 0.85 0.23 3.32  C4 1.005
23 H -0.30 -2.77 2.02  C5 1.067
24 H -1.62 -1.61 1.46  C5 1.180
25 H -0.75 -2.74 0.47  C5 1.074
26 H 2.86 -3.13 -0.29  C6 1.133
27 H 4.26 -2.11 0.46  C6 1.175
28 H 3.08 -2.92 1.57  C6 1.180

Computed properties:
Electronic energy, eV: -25809.6701
Total charge: -1
HOMO-LUMO gap, Ha: 0.218
HOMO, eV: -2.48
LUMO energy, eV: 3.464
ΔE to the lowest compared entry with this formula, charge and spin, kJ/mol: 0.0
Spin multiplicity: 1